Version w
Molecular formula: C2H6N2
Method: DFT, ωB97M-V with the def2-TZVPD basis set

Values from the calculation:
Highest occupied orbital energy = -7.7 eV

```
! RIJCOSX wB97M-V def2-TZVPD def2/J DEFGRID3
* xyz 0 1
C 0.244 -0.204 0.553
C -0.255 0.180 -0.644
N 0.439 0.018 -1.883
N -0.329 0.276 1.756
H 0.581 -1.233 0.663
H -1.154 0.789 -0.661
H 0.907 -0.877 -1.884
H 1.043 0.785 -2.127
H -0.192 -0.323 2.552
H -1.283 0.590 1.674
*
```


Version x
Molecular formula: C2H6N2
Method: DFT, ωB97M-V with the def2-TZVPD basis set

Values from the calculation:
Highest occupied orbital energy = -7.1 eV

```
! RIJCOSX wB97M-V def2-TZVPD def2/J DEFGRID3
* xyz 0 1
C -0.548 -0.233 0.162
C 0.747 -0.027 -0.166
N 1.619 0.361 0.831
N -1.645 -0.240 -0.801
H -1.033 -0.030 1.087
H 1.173 -0.266 -1.039
H 1.185 0.665 1.590
H 2.271 1.014 0.411
H -2.403 -0.652 -0.304
H -1.366 -0.591 -1.773
*
```


Which one sits at the bottom of the stability order? version x does.


Version w
Molecular formula: C2H11N3O
Method: DFT, ωB97M-V with the def2-TZVPD basis set

Values from the calculation:
Highest occupied orbital energy = -8.6 eV

```
! RIJCOSX wB97M-V def2-TZVPD def2/J DEFGRID3
* xyz 0 1
N 1.331 0.444 1.774
C 1.936 0.328 0.415
N 2.280 -1.001 -0.030
H 1.858 -0.051 2.474
H 0.342 0.030 1.770
H 2.929 0.931 0.264
H 1.239 0.469 -0.340
H 2.615 -0.953 -0.983
H 1.657 -1.785 0.050
N -1.217 1.084 -0.307
C -1.532 -0.259 -0.647
O -2.779 -0.476 -1.184
H -1.912 1.780 -0.228
H -0.244 1.328 -0.493
H -1.074 -0.796 0.164
H -0.919 -0.644 -1.361
H -3.439 -0.599 -0.512
*
```


Version x
Molecular formula: C2H11N3O
Method: DFT, ωB97M-V with the def2-TZVPD basis set

Values from the calculation:
Highest occupied orbital energy = -8.9 eV

```
! RIJCOSX wB97M-V def2-TZVPD def2/J DEFGRID3
* xyz 0 1
C 1.324 0.476 1.059
C 1.073 -1.226 -0.644
N 0.695 -0.790 0.696
H -1.806 -0.071 -1.531
H 0.966 1.240 0.367
H 2.155 -1.382 -0.756
H 1.026 0.747 2.072
H 2.421 0.441 1.010
H 0.758 -0.457 -1.351
H 0.559 -2.159 -0.876
N -2.222 0.564 -0.838
N -2.095 0.023 0.380
O -0.918 1.481 -1.253
H -1.283 2.357 -1.424
H 0.955 -1.506 1.370
H -2.440 0.648 1.104
H -1.169 -0.387 0.616
*
```


Which one sits at the bottom of the stability order? version x does.


Version w
Molecular formula: C2H11N3O
Method: DFT, ωB97M-V with the def2-TZVPD basis set

Values from the calculation:
Highest occupied orbital energy = -8.7 eV

```
! RIJCOSX wB97M-V def2-TZVPD def2/J DEFGRID3
* xyz 0 1
C -1.468 1.382 -0.588
N -0.182 1.117 -1.290
N -2.024 0.198 -0.006
H -2.308 -0.450 -0.735
H -1.281 -0.281 0.562
H 0.306 1.982 -1.499
H -0.353 0.637 -2.169
H -1.237 2.085 0.218
H -2.213 1.837 -1.260
C 1.548 -1.779 0.466
N 0.762 -0.607 0.803
O 1.469 0.199 1.761
H 1.138 -0.079 2.627
H 0.642 0.035 -0.036
H 2.548 -1.535 0.092
H 1.003 -2.329 -0.299
H 1.651 -2.411 1.350
*
```


Version x
Molecular formula: C2H11N3O
Method: DFT, ωB97M-V with the def2-TZVPD basis set

Values from the calculation:
Highest occupied orbital energy = -9.2 eV

```
! RIJCOSX wB97M-V def2-TZVPD def2/J DEFGRID3
* xyz 0 1
C 1.118 -1.215 -0.377
C 1.620 0.039 0.353
N -1.063 -1.868 0.385
O -0.288 -1.216 -0.592
H -0.853 -1.466 1.299
H -0.801 -2.854 0.399
H 1.548 -1.276 -1.381
H 1.402 -2.128 0.164
H 0.776 0.606 0.746
H 2.167 0.686 -0.327
H 2.281 -0.226 1.177
N -1.088 2.381 -0.766
N -1.232 1.567 0.404
H -0.234 2.079 -1.232
H -1.861 2.251 -1.420
H -1.933 2.012 0.997
H -1.560 0.628 0.171
*
```


Which one sits at the bottom of the stability order? version x does.


Version w
Molecular formula: C3H6N2O3
Method: DFT, ωB97M-V with the def2-TZVPD basis set

Values from the calculation:
Highest occupied orbital energy = -9.1 eV

```
! RIJCOSX wB97M-V def2-TZVPD def2/J DEFGRID3
* xyz 0 1
C -0.591 0.858 0.185
C 0.603 0.200 -0.288
C 0.244 -1.204 -0.629
H -2.441 1.454 -0.314
H -1.619 0.911 -1.660
H -0.094 0.356 2.010
H 1.013 0.832 -0.981
H 2.403 0.425 0.933
H 1.265 -2.189 0.860
N -1.512 1.349 -0.762
N -1.036 0.570 1.536
O 1.473 0.001 0.820
O 0.798 -2.291 -0.091
O -0.506 -1.273 -1.619
*
```


Version x
Molecular formula: C3H6N2O3
Method: DFT, ωB97M-V with the def2-TZVPD basis set

Values from the calculation:
Highest occupied orbital energy = -10.2 eV

```
! RIJCOSX wB97M-V def2-TZVPD def2/J DEFGRID3
* xyz 0 1
C -1.647 -1.629 -0.360
C 0.243 -0.424 0.813
C 1.508 -0.116 -0.002
H -1.823 -2.225 0.514
H -2.585 -1.392 -0.850
H -0.974 -2.143 -1.062
H 0.136 0.226 1.640
H 0.321 -1.454 1.169
H 0.677 1.536 -0.227
N -1.039 -0.379 0.072
N -1.698 0.718 -0.179
O 1.543 1.131 -0.452
O 2.408 -0.896 -0.106
O -1.104 1.777 0.164
*
```


Version y
Molecular formula: C3H6N2O3
Method: DFT, ωB97M-V with the def2-TZVPD basis set

Values from the calculation:
Highest occupied orbital energy = -9.2 eV

```
! RIJCOSX wB97M-V def2-TZVPD def2/J DEFGRID3
* xyz 0 1
C 0.141 0.544 0.421
C -0.224 -2.107 -0.630
C -0.648 -1.578 0.806
H 1.672 3.161 -0.207
H -0.292 1.141 -1.221
H 0.319 -2.903 -0.783
H -1.185 -2.280 -1.102
H -1.797 -1.281 0.675
H -0.514 -2.402 1.548
N 0.577 1.735 0.855
N -0.649 0.211 -0.755
O 0.518 2.572 -0.335
O 0.142 -0.880 -1.402
O 0.177 -0.468 1.337
*
```


Version z
Molecular formula: C3H6N2O3
Method: DFT, ωB97M-V with the def2-TZVPD basis set

Values from the calculation:
Highest occupied orbital energy = -9.5 eV

```
! RIJCOSX wB97M-V def2-TZVPD def2/J DEFGRID3
* xyz 0 1
C -0.206 -0.115 0.806
N 1.688 -1.656 0.526
C 0.959 -0.660 -0.015
C -2.406 2.020 -0.861
O -0.761 0.844 -0.045
O 2.838 -2.031 -0.180
N -2.203 1.217 0.078
O 1.205 -0.281 -1.145
H 2.770 -1.482 -0.992
H 1.699 -1.968 1.482
H -0.896 -0.923 1.083
H 0.153 0.353 1.733
H -1.501 2.138 -1.504
H -3.341 2.543 -0.967
*
```


Which one sits at the bottom of the stability order? version y does.


Version w
Molecular formula: C3H6N2O3
Method: DFT, ωB97M-V with the def2-TZVPD basis set

Values from the calculation:
Highest occupied orbital energy = -8.6 eV

```
! RIJCOSX wB97M-V def2-TZVPD def2/J DEFGRID3
* xyz 0 1
C -0.176 -0.575 -1.180
N 0.956 -1.152 -0.721
C 0.464 1.307 0.406
N -1.380 -0.954 -0.746
C 1.032 -0.320 0.904
O -0.759 1.598 0.903
O 1.211 2.151 -0.022
O 0.353 -0.889 1.760
H -0.870 2.563 0.820
H 0.782 -2.115 -0.432
H -0.145 0.193 -1.953
H -1.398 -1.386 0.177
H -2.165 -0.341 -0.929
H 2.095 -0.080 1.014
*
```


Version x
Molecular formula: C3H6N2O3
Method: DFT, ωB97M-V with the def2-TZVPD basis set

Values from the calculation:
Highest occupied orbital energy = -10.0 eV

```
! RIJCOSX wB97M-V def2-TZVPD def2/J DEFGRID3
* xyz 0 1
C 1.629 -0.314 -0.109
C -1.237 -0.107 -0.040
N -1.987 0.856 0.723
C 0.785 0.465 -1.089
O -0.462 -0.902 0.808
O 1.997 -1.497 -0.594
O 2.005 0.125 0.962
N -0.465 0.564 -1.071
H 2.544 -1.970 0.054
H -0.115 -0.354 1.562
H -1.934 -0.772 -0.568
H -2.720 1.267 0.159
H -1.376 1.607 1.035
H 1.336 1.032 -1.831
*
```


Which one sits at the bottom of the stability order? version w does.


Version w
Molecular formula: C3H8OS2
Method: DFT, ωB97M-V with the def2-TZVPD basis set

Values from the calculation:
Highest occupied orbital energy = -8.4 eV

```
! RIJCOSX wB97M-V def2-TZVPD def2/J DEFGRID3
* xyz 0 1
C 2.685 -1.326 -1.276
S 0.940 -1.217 -0.593
S 0.970 0.762 -0.447
H 2.679 -0.790 -2.211
H 2.872 -2.342 -1.427
H 3.234 -0.697 -0.577
H -0.113 1.035 -1.243
O -2.403 0.598 -0.638
C -2.564 0.571 0.572
C -1.393 0.715 1.520
H -3.564 0.646 1.092
H -0.568 1.296 1.180
H -1.003 -0.371 1.522
H -1.771 1.118 2.526
*
```


Version x
Molecular formula: C3H8OS2
Method: DFT, ωB97M-V with the def2-TZVPD basis set

Values from the calculation:
Highest occupied orbital energy = -7.7 eV

```
! RIJCOSX wB97M-V def2-TZVPD def2/J DEFGRID3
* xyz 0 1
S 2.515 0.419 1.118
S 0.620 0.464 1.852
C 2.038 0.756 -0.601
C -0.252 1.201 0.473
C 0.515 0.689 -0.713
H 2.416 -0.122 -1.159
H 2.518 1.658 -1.027
H -0.042 2.288 0.481
H -1.334 1.069 0.280
H 0.163 -0.353 -0.839
H 0.175 1.268 -1.593
O -2.972 -3.293 0.245
H -2.464 -2.764 0.902
H -3.897 -3.282 0.581
*
```


Which one sits at the bottom of the stability order? version w does.


Version w
Molecular formula: C3H8OS2
Method: DFT, ωB97M-V with the def2-TZVPD basis set

Values from the calculation:
Highest occupied orbital energy = -8.5 eV

```
! RIJCOSX wB97M-V def2-TZVPD def2/J DEFGRID3
* xyz 0 1
C -1.027 3.245 -0.141
S -1.364 1.478 -0.214
S -3.153 0.916 0.471
H -1.036 3.810 -1.077
H -0.102 3.528 0.487
H -1.878 3.757 0.295
H -3.270 1.530 1.679
O 1.200 -3.041 1.492
C 1.100 -2.568 0.387
C 2.196 -2.615 -0.658
H 0.076 -2.141 0.106
H 1.842 -3.182 -1.579
H 3.028 -3.160 -0.234
H 2.389 -1.558 -1.013
*
```


Version x
Molecular formula: C3H8OS2
Method: DFT, ωB97M-V with the def2-TZVPD basis set

Values from the calculation:
Highest occupied orbital energy = -9.2 eV

```
! RIJCOSX wB97M-V def2-TZVPD def2/J DEFGRID3
* xyz 0 1
C 1.707 -0.491 0.701
C 0.503 0.148 -0.001
C -0.346 0.875 0.997
H 2.092 -1.698 -0.687
H 2.240 0.264 1.296
H 1.282 -1.194 1.468
H 0.927 0.739 -0.786
H -0.726 -0.365 -1.990
H -0.527 0.298 1.900
H 0.249 1.788 1.298
H -2.474 0.289 0.122
O 2.644 -1.068 -0.141
S -0.353 -1.148 -0.953
S -1.860 1.476 0.224
*
```


Which one sits at the bottom of the stability order? version w does.